The following is a DFT calculation (the ωB97M-V functional and the def2-TZVPD basis) of C22H25N6O2PrS5Sb as an isolated structure at a distorted geometry.

Results
Gap between HOMO and LUMO (spin up / spin down) = 5.91 / 5.15 eV
Multiplicity = 4
ΔE to the lowest compared entry with this formula, charge and spin = 212.4 kJ/mol
Net charge = 0
Lowest unoccupied orbital energy (spin up / spin down) = -1.5 / -2.1 eV
<S²> = 3.761

Each line ends with the Mulliken charge.
Atoms and positions in Å:
Pr: -0.88 0.82 0.04  0.50
N: 0.53 -0.31 -2.26  0.02
C: 0.45 -0.18 -3.72  -0.72
C: -0.94 -0.61 -4.21  -0.82
C: -2.04 0.33 -3.70  0.80
C: -3.10 -0.30 -2.81  -1.25
N: -2.52 -0.73 -1.52  -0.13
H: 1.50 -0.16 -1.98  0.23
H: 0.34 -1.30 -2.06  -0.03
H: 1.21 -0.80 -4.21  0.45
H: 0.63 0.87 -3.98  0.22
H: -1.11 -1.63 -3.87  0.29
H: -0.93 -0.63 -5.30  0.42
H: -2.56 0.79 -4.55  0.40
H: -1.57 1.14 -3.12  -0.81
H: -3.58 -1.13 -3.33  0.39
H: -3.85 0.46 -2.60  0.52
H: -2.00 -1.60 -1.72  -0.11
H: -3.29 -0.98 -0.89  0.28
C: 1.91 1.39 5.31  -0.42
C: 0.62 1.59 4.83  -1.06
C: 0.39 1.73 3.48  -0.05
C: 1.46 1.68 2.57  0.36
C: 2.76 1.50 3.07  -0.21
C: 2.97 1.34 4.42  -0.73
N: 1.22 1.77 1.21  1.33
N: 2.21 2.22 0.53  -0.89
C: 2.02 2.51 -0.79  0.12
C: 3.13 2.95 -1.53  -0.64
C: 2.94 3.47 -2.79  -0.50
C: 1.64 3.59 -3.26  -0.78
C: 0.60 3.09 -2.49  -0.42
N: 0.77 2.51 -1.31  0.71
H: 2.08 1.28 6.37  0.41
H: -0.21 1.65 5.52  0.44
H: -0.61 1.91 3.11  0.25
H: 3.58 1.44 2.36  0.44
H: 3.97 1.19 4.80  0.37
H: 4.11 2.90 -1.07  0.53
H: 3.77 3.81 -3.39  0.42
H: 1.43 4.06 -4.21  0.45
H: -0.43 3.18 -2.84  0.30
S: -2.62 2.75 -1.49  -0.24
Sb: -3.13 3.45 0.72  0.33
S: -3.39 1.12 1.30  -0.43
S: -0.79 3.72 1.22  -0.37
O: -0.78 -0.39 2.01  -0.35
S: 0.18 -1.43 1.70  1.43
O: 1.55 -1.12 2.01  -0.66
N: -0.01 -1.72 0.11  -0.22
C: -0.39 -2.97 -0.10  0.45
S: -0.71 -3.57 -1.61  -0.42
C: -0.58 -3.78 1.12  0.20
C: -0.99 -5.10 1.20  -0.81
C: -1.17 -5.64 2.46  -0.57
C: -0.92 -4.90 3.61  -0.61
C: -0.48 -3.58 3.53  -0.62
C: -0.33 -3.04 2.27  0.02
H: -1.18 -5.66 0.30  0.46
H: -1.52 -6.66 2.55  0.41
H: -1.09 -5.35 4.58  0.41
H: -0.28 -2.99 4.41  0.52



The following is a DFT calculation (the ωB97M-V functional and the def2-TZVPD basis) of C21H42CuGeN6PSi3 as an isolated structure at a distorted geometry.

Results
Gap between HOMO and LUMO (spin up / spin down) = 5.68 / 5.86 eV
ΔE to the lowest compared entry with this formula, charge and spin = 0.0 kJ/mol
Net charge = +2
Lowest unoccupied orbital energy (spin up / spin down) = -8.5 / -8.3 eV

Each line ends with the Mulliken charge.
Atoms and positions in Å:
Cu: 11.46 10.15 10.26  -1.39
C: 14.49 14.66 11.42  -0.79
N: 13.43 13.89 10.80  0.21
C: 12.41 14.38 9.96  -0.66
C: 11.72 13.31 9.53  -0.44
N: 12.30 12.08 9.96  0.52
C: 13.34 12.50 10.72  0.08
P: 14.50 11.37 11.53  -0.35
C: 13.28 10.54 12.59  0.36
N: 12.13 9.96 12.14  0.56
C: 11.53 9.41 13.28  -0.71
C: 12.26 9.67 14.39  -0.63
N: 13.38 10.37 13.98  0.24
C: 14.51 10.64 14.88  -0.80
C: 14.51 10.06 10.24  -0.04
N: 13.42 9.56 9.67  0.34
C: 13.78 8.41 9.01  -0.72
C: 15.09 8.14 9.23  -0.57
N: 15.60 9.22 9.94  0.17
C: 16.97 9.40 10.44  -0.81
H: 14.25 15.75 11.42  0.32
H: 14.61 14.33 12.48  0.26
H: 15.41 14.40 10.90  0.37
H: 12.32 15.44 9.70  0.45
H: 10.75 13.28 9.03  0.04
H: 10.62 8.81 13.21  0.55
H: 12.02 9.31 15.40  0.44
H: 14.22 10.65 15.93  0.32
H: 15.29 9.84 14.73  0.32
H: 14.99 11.58 14.60  0.30
H: 13.06 7.86 8.44  0.51
H: 15.71 7.39 8.72  0.45
H: 17.52 8.45 10.43  0.37
H: 17.42 10.17 9.78  0.30
H: 16.93 9.77 11.49  0.29
C: 8.72 12.49 7.90  -1.07
Si: 8.73 10.59 7.79  0.78
C: 7.09 9.80 7.35  -1.12
C: 10.19 10.07 6.65  -1.24
Ge: 9.27 9.54 9.94  0.60
Si: 8.20 10.82 11.66  0.55
C: 6.54 11.54 11.03  -1.07
C: 7.88 9.78 13.22  -1.11
C: 9.35 12.30 12.06  -0.83
Si: 8.66 7.14 9.89  1.26
C: 8.68 6.48 8.10  -1.21
C: 9.87 6.16 10.99  -1.09
C: 6.94 6.79 10.55  -1.16
H: 7.80 12.87 7.32  0.41
H: 9.66 12.87 7.40  0.42
H: 8.68 12.76 8.96  0.19
H: 7.13 9.08 6.52  0.37
H: 6.42 10.60 6.98  0.38
H: 6.59 9.27 8.19  0.31
H: 9.73 9.79 5.66  0.41
H: 10.85 9.27 6.96  0.24
H: 10.80 10.94 6.40  0.35
H: 5.80 10.74 10.94  0.33
H: 6.62 12.00 10.06  0.29
H: 6.05 12.31 11.66  0.39
H: 7.67 8.70 13.05  0.31
H: 6.93 10.17 13.75  0.37
H: 8.75 9.85 13.89  0.37
H: 9.36 13.06 11.28  0.22
H: 10.32 11.96 12.32  0.04
H: 8.91 12.72 12.96  0.50
H: 9.62 6.66 7.57  0.33
H: 7.90 6.87 7.46  0.35
H: 8.60 5.31 8.16  0.33
H: 10.67 6.72 11.47  0.19
H: 10.35 5.41 10.30  0.34
H: 9.35 5.51 11.76  0.36
H: 6.37 6.35 9.73  0.38
H: 6.41 7.69 10.89  0.26
H: 6.91 6.04 11.39  0.37



The following is a DFT calculation (the ωB97M-V functional and the def2-TZVPD basis) of one molecule with the formula C4H5BrO2 at a distorted geometry.

Results
Structure (SMILES) = CC(=O)[C@@]1(Br)CO1
Gap between HOMO and LUMO = 10.35 eV
ΔE to the lowest compared entry with this formula, charge and spin = 187.6 kJ/mol
Net charge = 0
Lowest unoccupied orbital energy = 0.6 eV

Each line ends with the Mulliken charge.
Atoms and positions in Å:
C: -1.32 0.53 0.76  -1.10
C: -0.73 -0.48 -0.12  0.74
O: -0.96 -1.63 -0.14  -0.50
C: 0.32 0.07 -1.10  0.28
Br: 0.81 1.83 -1.47  -0.10
C: 1.62 -1.03 -1.26  -0.34
O: 0.58 -0.85 -2.21  -0.34
H: -2.19 0.29 1.49  0.29
H: -1.51 1.41 0.06  0.28
H: -0.43 0.97 1.40  0.28
H: 2.63 -0.64 -1.57  0.27
H: 1.55 -1.96 -0.61  0.22



The following is a DFT calculation (the ωB97M-V functional and the def2-TZVPD basis) of a 20-piece molecular cluster, H40O20 overall at a distorted geometry.

Results
Gap between HOMO and LUMO = 9.61 eV
ΔE to the lowest compared entry with this formula, charge and spin = 581.9 kJ/mol
Net charge = 0
Lowest unoccupied orbital energy = -0.4 eV

Each line ends with the Mulliken charge.
Atoms and positions in Å:
O: 0.91 -1.51 -3.73  -0.52
H: 0.22 -2.08 -3.46  0.30
H: 0.40 -0.89 -4.25  0.27
O: -1.24 -0.16 3.31  -0.63
H: -0.60 -0.44 2.58  0.28
H: -1.56 0.70 3.11  0.32
O: 4.55 1.55 1.22  -0.66
H: 4.42 0.77 1.87  0.33
H: 4.20 2.22 1.82  0.33
O: -3.87 -1.46 -1.05  -0.57
H: -3.79 -1.32 -0.12  0.29
H: -4.55 -2.10 -1.21  0.28
O: 1.71 1.93 3.41  -0.63
H: 1.43 1.06 3.21  0.28
H: 1.18 2.47 2.77  0.32
O: -3.13 -2.80 2.90  -0.67
H: -2.93 -3.16 1.94  0.46
H: -2.64 -2.00 3.03  0.33
O: -3.74 2.21 2.53  -0.60
H: -4.72 2.26 2.77  0.30
H: -3.41 2.48 3.43  0.31
O: -1.08 4.81 1.91  -0.56
H: -1.56 4.86 2.73  0.27
H: -1.69 4.80 1.20  0.29
O: 0.62 2.74 -1.65  -0.49
H: 1.26 2.79 -0.94  0.24
H: -0.20 2.85 -1.18  0.24
O: -1.64 -4.73 -2.45  -0.57
H: -2.42 -5.25 -2.34  0.29
H: -1.05 -5.34 -2.90  0.27
O: 2.64 0.71 -0.24  -0.45
H: 2.71 0.87 0.71  0.22
H: 3.47 0.22 -0.32  0.29
O: -0.95 -0.16 -1.10  -0.35
H: -1.54 -0.88 -1.45  0.26
H: -0.87 0.37 -1.89  0.19
O: 3.86 -2.08 4.22  -0.63
H: 3.07 -2.01 4.73  0.31
H: 3.85 -2.89 3.67  0.32
O: 4.13 0.81 -3.50  -0.63
H: 4.67 0.07 -3.32  0.30
H: 3.21 0.67 -3.24  0.32
O: 1.39 -2.07 -0.40  -0.67
H: 0.52 -1.78 -0.61  0.30
H: 1.46 -1.57 0.42  0.29
O: -1.85 -1.83 -3.39  -0.65
H: -1.69 -2.70 -2.98  0.33
H: -2.81 -1.95 -3.52  0.24
O: 0.65 5.16 0.00  -0.53
H: 0.73 5.75 -0.78  0.27
H: 1.45 5.41 0.45  0.27
O: -0.09 1.82 -4.56  -0.63
H: 0.41 2.26 -3.88  0.28
H: 0.53 1.06 -4.69  0.30
O: -2.20 -2.75 0.64  -0.73
H: -1.83 -3.67 0.59  0.33
H: -1.70 -2.18 0.00  0.23
O: -0.20 -1.84 1.67  -0.43
H: -1.17 -2.03 1.67  0.40
H: 0.15 -2.52 2.22  0.16